# 1
{
  "formula": "C6H9N3",
  "method": "the ωB97M-V functional and the def2-TZVPD basis",
  "orbital_gap_ha": [0.2820, 0.2856],
  "relative_energy_ev": 4.9757,
  "e_lumo_ev": [-1.35, -1.87],
  "total_charge": 0,
  "elements": ["N", "C", "H", "C", "C", "C", "H", "N", "H", "H", "N", "H", "H", "H", "C", "H", "H", "C"],
  "positions_angstrom": [[4.788, -0.374, 0.009], [-1.845, 0.487, -1.155], [-1.710, 1.517, -0.982], [1.322, -0.097, 0.080], [-1.376, 0.114, 1.349], [3.730, 0.026, 0.042], [-1.300, 1.157, 1.271], [-1.297, -1.698, -0.419], [-0.753, -2.408, 0.009], [2.488, 1.650, -0.165], [0.208, 0.422, -0.223], [-0.769, -0.389, 2.114], [-1.438, 0.296, -2.117], [-2.820, 0.141, -1.195], [-0.998, -0.393, -0.221], [1.667, -1.109, 0.344], [-2.431, 0.044, 1.326], [2.535, 0.615, -0.065]]
}

***

# 2
{
  "formula": "C20H51ClNO6S5",
  "method": "the ωB97M-V functional and the def2-TZVPD basis",
  "orbital_gap_ha": 0.3246,
  "e_lumo_ev": -1.77,
  "total_charge": 1,
  "elements": ["H", "O", "C", "H", "H", "C", "H", "H", "H", "H", "H", "C", "H", "H", "C", "H", "H", "H", "H", "O", "H", "S", "C", "Cl", "S", "H", "H", "H", "C", "H", "H", "S", "C", "H", "H", "H", "C", "H", "C", "H", "C", "H", "C", "C", "C", "H", "H", "H", "H", "H", "H", "H", "H", "H", "H", "H", "C", "H", "H", "C", "H", "H", "N", "C", "H", "S", "H", "C", "C", "H", "O", "O", "H", "O", "C", "H", "H", "H", "H", "O", "H", "H", "S", "C"],
  "positions_angstrom": [[-4.454, 3.178, -2.790], [3.842, -7.991, 2.476], [6.288, -6.993, 2.793], [0.078, 6.153, 3.315], [0.165, 2.456, 2.154], [2.976, -0.625, -0.183], [1.206, -1.432, -1.101], [-5.254, 4.251, -3.953], [0.816, 1.604, -0.871], [0.149, -1.613, 0.866], [-8.958, 3.932, -2.876], [3.407, 0.547, 0.766], [5.333, -9.974, 0.890], [3.485, 0.151, 1.797], [1.447, -0.536, -0.496], [6.390, -7.597, 3.695], [2.675, -5.287, 4.852], [-2.744, 1.582, 1.084], [0.423, 0.425, -2.165], [1.183, -3.637, 2.046], [-4.361, 1.645, -1.032], [1.132, -4.676, 3.125], [5.937, -9.324, 1.520], [-2.041, -2.214, -0.869], [5.085, -7.746, 1.684], [1.355, 3.736, 1.813], [4.061, -2.587, -0.129], [1.712, -6.996, 3.162], [0.445, 3.488, 2.361], [2.543, -3.523, 4.658], [-2.382, -1.447, 1.322], [-6.711, 3.607, -2.162], [2.613, -4.473, 4.129], [1.183, -0.472, 1.701], [0.843, -6.540, 1.681], [-2.168, 6.048, -6.264], [0.569, -0.593, 0.792], [-0.577, 4.596, -2.236], [1.618, -6.241, 2.386], [0.847, 6.193, 1.700], [-0.096, 6.111, 2.240], [-7.804, 4.684, -4.001], [-5.374, 3.358, -3.341], [1.189, 0.716, -1.409], [-3.924, -0.370, 0.030], [-1.339, 0.048, -0.981], [0.603, 3.612, 3.432], [-1.754, 5.908, -2.464], [2.561, -6.125, 1.861], [3.476, -1.936, 1.479], [7.249, -6.908, 2.285], [3.497, -4.469, 3.489], [2.325, -2.634, 0.349], [4.379, 0.984, 0.484], [2.091, 0.949, -1.996], [6.908, -9.165, 1.051], [-2.477, -0.913, 0.370], [3.533, -0.510, -1.131], [-1.743, 2.252, -0.295], [-1.818, 6.261, -5.255], [5.932, -5.999, 3.060], [-2.626, 6.710, -4.677], [-1.507, 0.172, 0.030], [-0.886, 5.407, -2.893], [-0.062, 6.113, -3.008], [-0.904, 4.556, 1.825], [-0.966, 6.939, -5.303], [-8.010, 3.801, -3.395], [-3.553, 0.919, -0.827], [-5.593, 2.497, -3.973], [-0.968, 4.474, 0.333], [-0.446, 0.432, 0.861], [6.061, -9.780, 2.502], [-2.538, 3.884, -4.297], [-2.358, 1.413, 0.067], [-3.223, 0.532, -1.815], [-0.756, 6.927, 1.948], [-4.288, -0.005, 1.005], [2.619, 1.325, 0.805], [-6.937, 2.301, -1.468], [-8.058, 2.913, -4.024], [-4.520, -1.116, -0.503], [-1.309, 4.709, -4.496], [3.259, -2.052, 0.401]]
}

***

# 3
{
  "formula": "C5H5N",
  "method": "the ωB97M-V functional and the def2-TZVPD basis",
  "orbital_gap_ha": 0.3936,
  "relative_energy_ev": 3.2521,
  "e_lumo_ev": 1.00,
  "total_charge": 0,
  "elements": ["C", "C", "C", "H", "H", "H", "H", "H", "C", "N", "C"],
  "positions_angstrom": [[-0.295, 1.266, 0.165], [-1.322, 0.425, 0.299], [-0.565, -0.725, -0.325], [-0.164, 2.322, 0.370], [-2.319, 0.514, 0.719], [2.287, -0.987, 0.725], [-1.011, -1.303, -1.135], [1.222, 0.603, -1.347], [1.261, -0.805, 0.404], [0.256, -1.572, 0.604], [0.650, 0.262, -0.479]]
}

***

# 4
{
  "formula": "C5H12BBr4Na2O3",
  "method": "the ωB97M-V functional and the def2-TZVPD basis",
  "orbital_gap_ha": 0.2183,
  "e_lumo_ev": 2.02,
  "total_charge": -1,
  "elements": ["C", "H", "C", "Br", "Br", "H", "H", "Br", "H", "C", "O", "H", "O", "H", "H", "H", "Na", "H", "C", "O", "H", "Na", "Br", "B", "C", "H", "H"],
  "positions_angstrom": [[-0.488, 1.282, 1.515], [-2.790, 0.188, -0.037], [-2.139, -0.584, -0.447], [-2.768, 1.045, -2.699], [-0.338, 4.149, 1.056], [0.726, 0.320, -1.241], [-1.618, -0.970, 0.429], [-0.221, 1.702, 3.495], [-0.271, -0.613, -0.026], [2.393, -2.483, 0.213], [1.368, -3.163, 0.537], [-0.823, 1.037, -0.969], [2.887, -1.610, 0.972], [-0.559, -0.230, -2.063], [0.027, 2.064, -0.413], [1.308, 2.232, 0.682], [0.830, -1.389, 1.138], [-1.556, 1.400, 1.330], [0.219, 2.252, 0.644], [2.664, -2.564, -1.035], [-0.309, 0.219, 1.354], [2.543, -0.708, -0.746], [-2.816, -2.114, -1.429], [0.708, -0.363, -0.406], [-1.359, 0.250, -1.499], [1.120, -1.265, -0.829], [1.262, -0.081, 0.476]]
}

***

# 5
{
  "formula": "C31H35F24NO7",
  "method": "the ωB97M-V functional and the def2-TZVPD basis",
  "orbital_gap_ha": 0.3508,
  "e_lumo_ev": -0.75,
  "total_charge": 0,
  "smiles": "CCCCCCCCCCCC1=C(N=C=O)C(=O)OC1=O.FC(F)C(F)(F)COC(F)(F)C(F)F.FC(F)C(F)(F)COC(F)(F)C(F)F.FC(F)C(F)(F)COC(F)(F)C(F)F",
  "elements": ["H", "H", "C", "H", "H", "F", "H", "H", "H", "N", "H", "H", "C", "F", "F", "C", "H", "C", "O", "F", "C", "C", "H", "F", "H", "C", "F", "O", "C", "H", "C", "C", "H", "F", "F", "O", "H", "C", "H", "O", "C", "F", "C", "C", "H", "H", "F", "O", "H", "C", "F", "C", "F", "O", "F", "C", "C", "F", "C", "H", "C", "H", "F", "C", "H", "C", "H", "F", "C", "H", "C", "H", "H", "C", "H", "O", "C", "F", "C", "H", "F", "F", "F", "C", "F", "H", "F", "C", "C", "F", "H", "H", "C", "H", "H", "F", "H", "H"],
  "positions_angstrom": [[-3.278, -1.587, -6.076], [-3.534, 1.384, 0.176], [-4.046, 0.993, 2.227], [-7.322, 2.098, 2.009], [-0.807, -1.316, -0.976], [7.037, 3.300, 9.504], [2.281, -0.976, -1.582], [-2.616, -1.222, 0.110], [8.191, 1.432, 4.504], [4.746, 2.990, 0.594], [3.156, 0.491, 0.034], [-4.502, -1.761, -3.769], [-2.509, -0.914, -5.695], [-3.937, -0.635, -2.225], [-2.012, -3.429, 0.840], [6.150, 1.497, 4.967], [0.072, -0.190, -2.642], [-2.432, -0.363, 0.749], [4.164, 1.196, -3.700], [-3.718, -5.425, -2.290], [7.954, 2.896, 7.382], [-1.187, 0.381, 0.225], [7.852, 1.526, 9.055], [9.172, 3.305, 7.805], [2.293, 0.259, -2.817], [4.511, 2.811, -0.786], [-1.561, -3.799, -1.801], [5.069, 4.979, -1.649], [7.240, 2.310, 8.606], [-1.046, -5.140, 1.172], [-0.213, -0.506, -0.558], [3.736, 1.943, -1.440], [-0.669, 0.796, 1.093], [6.045, 1.800, 8.253], [-1.939, -1.773, -3.621], [8.153, 1.950, 6.416], [-6.049, 2.301, 0.825], [5.888, 2.756, 0.977], [0.609, -5.516, -2.008], [6.941, 2.569, 1.413], [4.997, 3.799, -1.796], [-4.456, -7.458, -2.635], [-2.136, -7.188, -2.400], [-3.697, 0.511, 0.804], [-4.522, -0.077, 0.406], [-3.567, 1.957, 2.404], [-2.014, 0.409, -3.804], [-1.089, -6.338, -2.614], [5.081, 3.248, 4.251], [-0.856, -4.514, -0.897], [5.949, 0.487, 5.836], [1.992, 0.053, -1.796], [6.107, 0.969, 3.706], [-2.397, 0.254, -6.479], [-2.776, -5.374, 0.202], [-5.878, 3.575, 2.560], [-6.247, 2.247, 1.896], [-4.671, 2.959, -6.797], [7.567, 2.060, 5.138], [-1.511, 1.219, -0.390], [-3.496, 0.932, -6.921], [-3.397, -6.428, -3.986], [7.310, 3.976, 6.906], [4.201, 2.029, -2.853], [-3.599, 0.293, 2.933], [2.746, 1.001, -0.834], [-5.057, 4.079, 2.055], [3.830, 1.807, 4.832], [-3.455, -6.594, -2.909], [-1.555, -1.420, -5.836], [-4.032, -0.795, -3.566], [-0.099, -6.559, -0.797], [-2.672, 2.921, -6.689], [4.983, 2.486, 5.030], [0.522, -0.941, 0.121], [5.011, 3.160, -3.011], [-3.545, 2.357, -6.356], [-4.812, 0.191, -4.051], [0.478, 0.223, -1.721], [-5.713, 1.017, 3.586], [4.921, 3.083, 6.236], [-2.228, -7.566, -1.114], [-3.382, 1.055, -8.264], [-0.335, -5.803, -1.547], [-3.574, 2.328, -5.010], [-6.721, 4.263, 2.513], [-1.911, -8.302, -3.134], [-1.652, -4.657, 0.401], [-2.630, -0.732, -4.176], [0.251, -3.787, -0.568], [-2.186, -0.746, 1.738], [1.974, 1.668, -0.439], [-5.545, 1.042, 2.508], [-5.627, 3.453, 3.613], [-5.991, 0.138, 2.090], [-4.637, 0.264, -6.675], [7.644, 3.073, 4.740], [0.220, 1.282, -1.744]]
}

***

# 6
{
  "formula": "C10H10N2",
  "method": "the ωB97M-V functional and the def2-TZVPD basis",
  "orbital_gap_ha": 0.3685,
  "relative_energy_ev": 2.1994,
  "e_lumo_ev": 0.90,
  "total_charge": 0,
  "smiles": "c1ccncc1.c1ccncc1",
  "elements": ["C", "H", "H", "N", "C", "H", "C", "C", "C", "H", "H", "H", "C", "C", "C", "C", "H", "C", "H", "N", "H", "H"],
  "positions_angstrom": [[-2.144, -1.217, 0.100], [-4.024, 1.442, -0.846], [1.496, -0.317, 2.268], [-0.906, 0.840, 0.289], [1.873, -0.250, 1.224], [2.722, 1.764, 1.630], [2.446, 1.001, 0.829], [-1.989, 1.492, -0.177], [-3.262, -0.527, -0.353], [-4.185, -1.046, -0.562], [3.169, 2.198, -0.920], [1.313, -2.250, 0.353], [-3.174, 0.855, -0.512], [-0.998, -0.486, 0.399], [2.246, -1.000, -1.052], [1.752, -1.230, 0.223], [-2.149, -2.294, 0.215], [2.850, 1.154, -0.520], [2.165, -1.859, -1.766], [2.796, 0.142, -1.346], [-1.882, 2.578, -0.251], [-0.115, -0.990, 0.774]]
}

***

# 7
{
  "formula": "C3H7OS",
  "method": "the ωB97M-V functional and the def2-TZVPD basis",
  "s2": 0.753,
  "orbital_gap_ha": [0.3733, 0.2462],
  "relative_energy_ev": 0.8365,
  "spin_multiplicity": 2,
  "e_lumo_ev": [0.74, -2.39],
  "total_charge": 0,
  "elements": ["C", "O", "H", "H", "C", "H", "C", "S", "H", "H", "H", "H"],
  "positions_angstrom": [[-0.342, -0.699, 1.179], [0.378, 1.762, -2.371], [-0.627, -2.785, 0.627], [-0.769, -1.619, -0.722], [0.447, 2.300, -1.292], [-0.028, -0.931, 2.198], [-0.228, -1.862, 0.197], [0.708, 0.693, 0.626], [0.830, -1.953, -0.068], [1.418, 2.691, -0.936], [-0.422, 2.735, -0.761], [-1.367, -0.333, 1.323]]
}

***

# 8
{
  "formula": "C4H6BFIO2PS",
  "method": "the ωB97M-V functional and the def2-TZVPD basis",
  "orbital_gap_ha": 0.2789,
  "e_lumo_ev": -1.40,
  "total_charge": 0,
  "smiles": "O=C(F)CB(CC(=O)I)[PH2]=S",
  "elements": ["H", "H", "H", "I", "B", "O", "C", "H", "C", "H", "O", "C", "H", "P", "F", "C", "S"],
  "positions_angstrom": [[-1.760, 1.193, 1.043], [0.036, 2.900, 0.652], [1.253, -0.998, -1.475], [-4.595, 0.082, -0.017], [0.113, 0.178, 0.071], [3.159, -0.766, 0.637], [-2.467, -0.226, -0.536], [2.235, 2.016, 0.418], [-1.430, 0.154, 0.662], [0.171, -2.087, -0.424], [-2.089, -0.664, -1.641], [2.181, -1.526, 0.465], [-1.573, -0.612, 1.501], [0.885, 1.957, -0.058], [2.292, -2.838, 1.065], [0.883, -1.178, -0.389], [0.706, 2.416, -1.974]]
}

***

# 9
{
  "formula": "C6H15NP",
  "method": "the ωB97M-V functional and the def2-TZVPD basis",
  "orbital_gap_ha": 0.2605,
  "relative_energy_ev": 2.7248,
  "e_lumo_ev": -5.77,
  "total_charge": 1,
  "elements": ["C", "H", "C", "H", "H", "H", "H", "H", "C", "C", "C", "P", "H", "H", "N", "H", "H", "H", "H", "C", "H", "H", "H"],
  "positions_angstrom": [[-1.746, -0.072, 0.673], [3.786, -0.773, -1.051], [-4.176, -0.247, -0.233], [-1.594, -1.207, 0.673], [-4.838, 0.535, 0.110], [0.174, -0.135, 1.348], [-2.979, 1.372, -0.246], [0.041, 0.751, -1.865], [-0.301, 0.216, 0.488], [2.412, 0.507, -0.358], [2.904, 0.275, 1.060], [0.610, 1.123, -0.596], [-4.524, -0.673, -1.150], [2.991, 1.333, -0.836], [-2.825, 0.416, -0.322], [2.885, 1.223, 1.666], [2.064, -1.503, -0.788], [3.845, -0.249, 1.044], [-4.059, -1.025, 0.627], [2.621, -0.745, -1.198], [-2.007, 0.122, 1.691], [2.164, -0.451, 1.579], [2.552, -0.795, -2.317]]
}

***

# 10
{
  "formula": "ClHNO3P",
  "method": "the ωB97M-V functional and the def2-TZVPD basis",
  "orbital_gap_ha": 0.3543,
  "relative_energy_ev": 0.9315,
  "e_lumo_ev": -1.48,
  "total_charge": 0,
  "smiles": "O=[NH+][O-].O=PCl",
  "elements": ["O", "Cl", "P", "H", "O", "O", "N"],
  "positions_angstrom": [[1.007, 1.025, 1.046], [-3.708, -0.287, -0.512], [-1.759, 0.048, 0.005], [0.918, -0.363, -0.211], [-0.941, -0.670, -0.966], [2.826, 0.001, 0.292], [1.657, 0.247, 0.347]]
}

***

# 11
{
  "formula": "C15H26CuN5O4",
  "method": "the ωB97M-V functional and the def2-TZVPD basis",
  "s2": 0.753,
  "orbital_gap_ha": [0.2252, 0.1879],
  "relative_energy_ev": 2.4979,
  "spin_multiplicity": 2,
  "e_lumo_ev": [-3.67, -4.69],
  "total_charge": 1,
  "elements": ["H", "H", "H", "H", "H", "C", "C", "C", "C", "O", "H", "C", "C", "H", "H", "C", "N", "H", "H", "C", "H", "O", "H", "H", "N", "C", "H", "N", "H", "C", "H", "H", "C", "H", "C", "H", "N", "H", "C", "H", "Cu", "C", "O", "O", "H", "H", "H", "C", "N", "H", "H"],
  "positions_angstrom": [[-0.852, -1.055, -2.330], [-2.317, 1.701, 0.316], [1.614, -4.002, -5.195], [-1.493, 6.907, 1.435], [2.632, -3.549, -3.978], [-2.403, -1.826, -0.494], [0.860, -2.396, -4.036], [0.846, -2.562, 1.034], [-2.061, 2.615, 0.845], [0.339, -6.691, 0.162], [-2.566, 2.601, 1.811], [-0.890, 6.087, 1.043], [-0.878, 4.937, 2.038], [-1.887, 4.595, 2.233], [0.116, 6.471, 0.862], [-0.326, -4.654, 0.952], [1.650, -3.675, -4.229], [1.158, 1.814, 0.772], [-2.440, 3.467, 0.279], [1.867, 3.186, 3.032], [1.727, -1.961, 1.237], [-3.373, -2.347, -0.976], [-2.350, -4.476, 0.166], [-0.467, 5.260, 2.994], [0.132, -0.815, -2.252], [0.819, -3.911, 1.272], [1.369, 3.562, 3.927], [0.165, 1.697, 0.619], [2.044, -1.659, -2.382], [-1.431, -3.969, 0.430], [0.291, 0.037, -2.780], [1.589, 5.003, 1.919], [-0.572, 2.714, 1.028], [2.941, 3.327, 3.159], [1.388, 3.941, 1.799], [-1.315, 5.775, 0.088], [-0.202, -1.934, 0.469], [-0.177, -2.630, -4.264], [1.005, -1.923, -2.595], [1.666, 2.116, 2.965], [-0.388, -0.059, 0.020], [-1.329, -2.627, 0.186], [-0.886, -6.595, 2.094], [-2.125, -0.528, -0.598], [0.737, -2.752, -1.931], [1.696, -4.406, 1.668], [1.226, -1.663, -4.751], [-0.302, -6.166, 1.095], [-0.055, 3.807, 1.575], [1.926, 3.633, 0.901], [1.280, -4.423, -3.635]]
}

***

# 12
{
  "formula": "C9H13NO2",
  "method": "the ωB97M-V functional and the def2-TZVPD basis",
  "orbital_gap_ha": 0.3305,
  "relative_energy_ev": 2.1175,
  "e_lumo_ev": 0.50,
  "total_charge": 0,
  "smiles": "Cc1ccc(O)cc1.CC(N)=O",
  "elements": ["C", "C", "C", "H", "O", "C", "C", "H", "C", "H", "H", "H", "H", "H", "C", "H", "O", "H", "H", "H", "C", "C", "H", "N", "H"],
  "positions_angstrom": [[-1.301, 0.969, 1.117], [2.772, -0.271, 0.233], [2.532, -1.543, 1.081], [-1.492, -1.745, -0.906], [3.206, -2.540, 1.089], [-1.224, -0.789, -0.505], [-1.163, 1.571, -1.099], [-1.333, -0.971, 1.710], [-1.344, 1.976, 0.238], [-1.666, 2.205, 2.536], [3.195, -0.670, -0.721], [-0.474, 0.253, -3.640], [1.899, 0.209, 0.125], [3.551, 0.499, 0.565], [-1.276, -0.136, -2.958], [0.801, -0.737, 2.151], [-1.397, 1.215, 2.395], [-0.806, 2.372, -1.642], [-2.176, 0.208, -3.497], [-1.525, 2.953, 0.596], [-1.334, -0.422, 0.808], [-1.100, 0.224, -1.479], [-1.235, -1.215, -3.066], [1.613, -1.354, 2.160], [1.277, -2.261, 2.707]]
}